a.
12
Properties=species:S:1:pos:R:3 method="wB97M-V/def2-TZVPD" homo_lumo_gap_ev=9.84 homo_energy_ev=-9.018
S -0.441 2.052 -2.649
H -0.508 1.019 -1.788
H 0.475 1.507 -3.435
N -0.477 -0.300 2.098
C 0.544 -1.341 2.191
N 0.750 -2.394 1.227
H -0.204 0.577 1.654
H -1.171 -0.725 1.461
H 0.176 -1.904 3.106
H 1.356 -0.672 2.519
H 1.507 -3.049 1.296
H -0.120 -2.932 1.195

***

b.
12
Properties=species:S:1:pos:R:3 method="wB97M-V/def2-TZVPD" homo_lumo_gap_ev=9.44 homo_energy_ev=-8.522
S 2.352 -1.019 1.171
H 1.042 -0.523 1.478
H 2.570 -1.037 2.477
N -2.636 1.109 -0.487
C -1.295 0.576 -0.325
N -0.786 0.322 -1.646
H -2.559 2.063 -0.748
H -3.248 0.635 -1.094
H -0.680 1.258 0.272
H -1.326 -0.409 0.285
H -1.520 -0.044 -2.210
H -0.183 0.875 -2.320

***

Stability, highest: b

***

a.
17
Properties=species:S:1:pos:R:3 method="wB97M-V/def2-TZVPD" homo_lumo_gap_ev=8.71 homo_energy_ev=-7.912
C 1.120 0.330 -0.118
C 0.754 -1.138 -0.515
C 0.399 -1.350 0.926
C -0.083 0.111 0.785
C -1.322 0.037 -0.114
C -2.476 0.685 0.090
H 1.822 1.214 -1.771
H 1.077 2.242 -0.675
H 2.102 0.290 0.409
H 1.498 -1.615 -1.215
H -0.242 -2.242 1.177
H 1.317 -1.387 1.539
H -0.221 0.748 1.649
H -3.247 0.606 -0.681
H -2.661 1.200 1.028
N 1.019 1.310 -1.144
S -0.856 -1.042 -1.369

***

b.
17
Properties=species:S:1:pos:R:3 method="wB97M-V/def2-TZVPD" homo_lumo_gap_ev=7.97 homo_energy_ev=-8.617
C -1.142 1.730 1.169
C -0.037 0.961 0.459
C 0.522 -0.258 -1.488
C 0.454 -1.242 -0.353
C 0.639 -2.560 -0.396
C 0.126 -0.491 0.880
H -2.092 1.217 0.985
H -0.957 1.759 2.249
H -1.218 2.754 0.799
H 0.952 1.454 0.674
H -0.099 1.722 -1.481
H 0.125 -0.668 -2.409
H 1.563 0.046 -1.662
H 0.895 -3.052 -1.318
H 0.565 -3.159 0.481
N -0.292 0.844 -0.982
S -0.004 -1.058 2.392

***

Stability, highest: b

***

a.
17
Properties=species:S:1:pos:R:3 method="wB97M-V/def2-TZVPD" homo_lumo_gap_ev=8.07 homo_energy_ev=-8.760
C 1.975 0.679 -2.499
C 1.008 -0.132 -1.710
C 0.363 0.315 -0.616
C -0.588 -0.467 0.175
C -1.166 0.255 1.332
C -1.062 -0.370 2.693
H 2.104 1.677 -2.100
H 2.945 0.212 -2.524
H 1.638 0.752 -3.511
H 0.808 -1.129 -2.047
H 0.536 1.345 -0.254
H -1.098 1.363 1.270
H -0.589 -1.372 2.744
H -0.942 0.268 3.573
H -2.605 -1.118 1.585
N -2.346 -0.238 2.026
S -0.979 -2.040 -0.138

***

b.
17
Properties=species:S:1:pos:R:3 method="wB97M-V/def2-TZVPD" homo_lumo_gap_ev=9.86 homo_energy_ev=-9.038
C -0.490 -0.588 0.026
C 0.291 0.463 -0.940
C -0.058 1.491 0.127
C 0.111 0.305 1.067
C 2.326 -1.064 -0.098
C 1.733 0.149 -0.719
H -2.676 -0.606 -1.304
H -0.195 -1.673 0.360
H 0.209 0.579 -2.084
H 0.679 2.422 -0.028
H -1.078 1.765 0.125
H -0.170 0.272 2.102
H 1.657 -2.096 -0.352
H 3.437 -1.090 0.284
H 2.387 0.897 -1.029
N 1.704 0.067 0.760
S -2.479 -0.343 -0.011

***

c.
17
Properties=species:S:1:pos:R:3 method="wB97M-V/def2-TZVPD" homo_lumo_gap_ev=8.55 homo_energy_ev=-8.658
C -1.838 0.079 -0.129
C -0.107 3.000 -1.511
C -0.060 3.019 -0.220
C 0.789 -1.945 -0.104
C 0.554 -0.453 0.121
C -0.834 -0.192 0.650
N -2.776 0.163 -0.894
S -0.200 2.967 -3.065
H 0.520 3.748 0.322
H -3.135 1.051 -1.220
H -0.582 2.278 0.370
H 1.802 -2.118 -0.461
H 0.090 -2.332 -0.841
H 0.649 -2.495 0.826
H 1.283 -0.073 0.840
H 0.693 0.083 -0.821
H -1.003 -0.315 1.708

***

Stability, highest: a

***

a.
17
Properties=species:S:1:pos:R:3 method="wB97M-V/def2-TZVPD" homo_lumo_gap_ev="6.99 / 6.78" total_charge=+1 homo_energy_ev="-13.320 / -13.166"
C 0.458 -0.930 0.074
C 0.898 1.241 0.834
C 0.340 -2.222 0.254
C 1.437 -0.115 0.807
C -0.226 0.055 -0.752
C -1.649 0.013 -0.970
N 0.590 3.389 1.734
N 0.911 2.263 1.418
H -0.456 -2.864 -0.251
H 0.871 -2.607 1.076
H 1.578 -0.389 1.970
H 2.515 0.028 0.380
H 0.378 0.629 -1.387
H -1.912 0.436 -1.877
H -2.359 0.698 -0.378
H -2.141 -0.970 -0.807
H 1.094 4.254 1.398

***

b.
17
Properties=species:S:1:pos:R:3 method="wB97M-V/def2-TZVPD" homo_lumo_gap_ev=8.20 total_charge=+1 homo_energy_ev=-13.911
C 0.264 0.707 0.409
C 2.235 -0.462 -0.093
C 0.519 -1.530 0.135
C 3.649 -0.298 -0.161
C -2.744 0.051 -0.560
C -1.820 -0.555 0.559
N 1.495 0.762 0.049
N -0.307 -0.546 0.419
H -0.305 1.636 0.613
H 4.269 0.664 -0.111
H 4.240 -1.253 -0.190
H -2.317 0.472 -1.457
H -3.422 0.896 -0.177
H -3.512 -0.590 -1.089
H -2.011 -1.686 0.417
H -2.093 0.051 1.464
H 1.861 1.683 -0.227

***

Stability, highest: b

***

a.
8
Properties=species:S:1:pos:R:3 method="wB97M-V/def2-TZVPD" homo_lumo_gap_ev=10.09 homo_energy_ev=-9.884
B 0.946 0.329 0.068
C -0.491 0.523 0.209
C 0.043 -0.916 0.028
H 1.872 0.703 -0.464
H -1.079 1.072 1.039
H -0.848 1.055 -1.062
H -0.408 -1.379 -0.805
H -0.035 -1.386 0.988

***

b.
8
Properties=species:S:1:pos:R:3 method="wB97M-V/def2-TZVPD" homo_lumo_gap_ev=9.34 homo_energy_ev=-9.515
B -0.378 0.596 -0.977
C 0.156 -0.630 -0.204
C -0.371 0.501 0.581
H -0.693 0.737 -2.038
H -0.215 -1.624 -0.197
H 1.607 -1.312 -0.279
H 0.397 1.086 1.156
H -1.161 0.175 1.386

***

Stability, highest: a

***

a.
5
Properties=species:S:1:pos:R:3 method="wB97M-V/def2-TZVPD" homo_lumo_gap_ev=8.60 homo_energy_ev=-9.835
C -2.342 -0.868 0.032
C -2.387 0.874 -0.014
Si -0.690 0.011 -0.018
H 0.274 1.140 0.093
H 0.034 -1.413 0.100

***

b.
5
Properties=species:S:1:pos:R:3 method="wB97M-V/def2-TZVPD" homo_lumo_gap_ev=7.80 homo_energy_ev=-9.882
C 2.450 0.011 0.017
C 1.195 0.084 -0.081
Si -0.602 -0.024 0.023
H -1.678 1.184 0.014
H -1.365 -1.255 0.027

***

Stability, highest: b

***

a.
17
Properties=species:S:1:pos:R:3 method="wB97M-V/def2-TZVPD" homo_lumo_gap_ev="7.44 / 7.66" homo_energy_ev="-7.059 / -7.209"
C 2.849 -1.032 -2.239
C 1.684 -0.651 -2.097
C -1.910 1.465 0.394
C 0.464 0.586 0.530
C -0.356 -2.288 0.622
C -0.983 0.308 0.389
S -1.586 -1.247 0.210
H 3.542 -1.708 -2.523
H -2.886 0.997 0.665
H -2.011 1.980 -0.504
H -1.567 2.235 1.179
H 0.603 1.703 0.406
H 0.918 0.372 1.551
H 1.134 -0.039 -0.076
H 0.481 -2.053 1.110
H 0.797 -0.192 -1.930
H -0.459 -3.245 0.157

***

b.
17
Properties=species:S:1:pos:R:3 method="wB97M-V/def2-TZVPD" homo_lumo_gap_ev=6.82 homo_energy_ev=-6.671
C -0.902 1.591 -0.399
C -0.910 -1.632 -0.336
C 0.629 1.328 -0.415
C 0.643 -1.291 -0.431
C -0.349 0.018 1.415
C 0.850 -0.042 0.398
S -1.481 0.021 0.011
H -1.335 2.003 -1.208
H -1.181 -2.217 -1.254
H 1.253 1.347 -1.349
H 1.051 2.008 0.206
H 1.032 -2.269 -0.186
H 1.049 -1.029 -1.330
H -0.562 -0.851 2.029
H -0.522 0.894 2.044
H 1.851 0.087 0.685
H -2.892 -0.217 0.460

***

Stability, highest: a

***

a.
20
Properties=species:S:1:pos:R:3 method="wB97M-V/def2-TZVPD" homo_lumo_gap_ev=11.85 homo_energy_ev=-10.895
C 0.581 0.901 -0.847
C 0.129 0.282 0.481
C -1.159 0.920 1.050
C -2.421 0.352 0.399
C 1.402 2.154 -0.637
H -0.321 1.110 -1.442
H 1.189 0.199 -1.430
H -0.098 -0.784 0.433
H 0.943 0.335 1.204
H -1.142 0.748 2.118
H -1.126 2.001 0.960
H -2.875 -0.372 1.072
H -2.136 -0.184 -0.504
H -3.150 1.123 0.144
H 2.300 1.922 -0.062
H 0.876 2.946 -0.106
H 1.696 2.570 -1.597
H 2.514 -5.663 -0.401
H 0.994 -5.542 -0.388
O 1.803 -5.017 -0.447

***

b.
20
Properties=species:S:1:pos:R:3 method="wB97M-V/def2-TZVPD" homo_lumo_gap_ev=11.04 homo_energy_ev=-10.133
C 1.165 0.453 -0.822
C 1.067 1.908 -0.605
C 0.029 -0.206 -1.640
O 2.366 0.299 -1.707
H 1.394 -0.168 0.028
H 1.982 2.313 -0.169
H -0.933 -0.039 -1.152
H 0.138 0.107 -2.678
H 0.227 -1.282 -1.570
H 2.377 -0.659 -1.848
H 0.196 2.120 0.015
H 1.082 2.458 -1.559
C -0.575 -0.579 1.678
C -2.041 -1.176 1.789
H -0.304 -1.045 0.735
H -0.714 0.461 1.464
H -0.093 -0.950 2.571
H -2.390 -1.450 0.784
H -2.749 -0.510 2.301
H -2.224 -2.053 2.384

***

Stability, highest: a

***

a.
19
Properties=species:S:1:pos:R:3 method="wB97M-V/def2-TZVPD" homo_lumo_gap_ev="7.26 / 7.78" total_charge=+1 s2=0.793 spin_multiplicity=2 homo_energy_ev="-13.831 / -14.541"
C 1.068 1.293 -0.513
C 1.540 0.817 0.865
O 2.264 -0.453 0.801
C 0.026 0.550 -1.267
N -0.126 -0.833 -0.958
C -0.868 -1.386 0.090
C -2.094 -0.801 0.613
O -2.160 0.699 0.491
H 1.943 1.181 -1.181
H 0.949 2.386 -0.263
H 2.263 1.444 1.371
H 0.697 0.685 1.557
H 1.604 -1.141 0.678
H -1.451 0.889 -0.252
H 0.016 0.735 -2.340
H -0.026 -1.528 -1.697
H -0.457 -2.370 0.222
H -2.148 -1.098 1.653
H -3.038 -1.068 0.130

***

b.
19
Properties=species:S:1:pos:R:3 method="wB97M-V/def2-TZVPD" homo_lumo_gap_ev="11.07 / 7.06" total_charge=+1 s2=0.756 spin_multiplicity=2 homo_energy_ev="-14.745 / -14.924"
C 0.204 -1.922 0.802
N 0.633 -0.597 0.398
C -0.222 0.502 0.460
C 0.507 1.845 0.372
O -0.408 2.822 -0.051
C -1.269 0.489 -0.768
O -1.117 -0.116 -1.763
C 1.257 -2.968 0.475
H -0.098 -1.956 1.850
H -0.717 -2.132 0.230
H 1.192 -0.637 -0.454
H -0.825 0.447 1.349
H 1.384 1.793 -0.284
H 0.914 2.083 1.358
H 0.018 3.430 -0.662
H -2.100 1.184 -0.554
H 2.236 -2.572 0.754
H 1.090 -3.845 1.074
H 1.250 -3.212 -0.587

***

Stability, highest: b

***

a.
21
Properties=species:S:1:pos:R:3 method="wB97M-V/def2-TZVPD" homo_lumo_gap_ev=9.37 homo_energy_ev=-8.695
C -1.909 -0.801 -1.703
C -0.419 -0.825 -1.892
C 0.467 -0.153 -1.138
C 1.940 -0.268 -1.236
H -2.439 -1.179 -2.587
H -2.285 -1.501 -0.942
H -2.370 0.180 -1.494
H -0.011 -0.963 -2.899
H 0.058 0.645 -0.517
H 2.461 0.315 -0.481
H 2.349 -1.287 -1.108
H 2.279 0.060 -2.231
H -2.155 0.851 1.186
H -1.071 0.300 2.096
O -1.574 1.099 1.899
H 1.331 2.735 1.444
H 0.316 1.884 1.877
O 1.285 1.824 1.754
H 0.419 -1.724 2.689
H 1.111 -0.410 2.596
O 0.220 -0.785 2.687

***

b.
21
Properties=species:S:1:pos:R:3 method="wB97M-V/def2-TZVPD" homo_lumo_gap_ev=8.89 homo_energy_ev=-8.298
C -1.269 3.059 -0.396
C -0.740 1.654 -1.077
C -1.198 1.344 -2.284
C -1.643 -0.009 -2.750
H -1.648 2.650 0.538
H -2.031 3.577 -1.073
H -0.381 3.604 -0.450
H 0.153 1.386 -0.459
H -1.386 2.238 -3.045
H -0.851 -0.689 -2.319
H -1.134 0.130 -3.773
H -2.672 -0.174 -2.611
H 1.726 -1.666 6.394
H 1.501 -0.218 6.430
O 1.375 -1.007 7.015
H -3.201 -3.665 0.405
H -3.214 -4.137 -1.279
O -3.193 -4.459 -0.344
H 6.591 -1.310 1.185
H 6.586 -0.777 -0.357
O 6.627 -1.529 0.252

***

Stability, highest: a

***

a.
22
Properties=species:S:1:pos:R:3 method="wB97M-V/def2-TZVPD" homo_lumo_gap_ev=9.44 homo_energy_ev=-9.099
C 1.177 0.128 0.487
C 0.643 0.197 -0.956
C 1.205 1.458 -1.634
N 1.095 -0.984 -1.690
H 0.460 0.141 1.302
H 1.805 -0.733 0.712
H 1.725 1.051 0.670
H -0.450 0.247 -0.991
H 0.759 2.391 -1.330
H 2.276 1.497 -1.418
H 1.128 1.318 -2.713
H 0.489 -1.356 -2.402
H 1.480 -1.712 -1.112
H -1.337 -0.582 1.440
H -2.268 -1.304 2.340
O -2.285 -0.734 1.559
H -0.849 -2.064 -0.649
H -2.068 -2.167 0.289
O -1.641 -2.584 -0.479
H -1.141 1.312 2.649
H -1.237 2.684 2.092
O -0.966 1.796 1.833

***

b.
22
Properties=species:S:1:pos:R:3 method="wB97M-V/def2-TZVPD" homo_lumo_gap_ev=9.60 homo_energy_ev=-9.032
C -1.175 -2.043 0.854
C -1.161 -0.430 0.919
N -0.609 0.066 -0.387
C 0.235 1.254 -0.269
H -1.537 -2.676 1.601
H -0.011 -2.303 0.942
H -1.496 -2.381 -0.105
H -0.730 0.160 1.684
H -2.276 -0.310 0.914
H -1.461 0.322 -0.916
H 1.351 1.009 0.081
H 0.205 1.763 -1.169
H -0.184 1.886 0.642
H 0.616 -0.854 -1.469
H 1.896 -1.667 -1.867
O 0.950 -1.503 -2.156
H -2.815 -2.201 -2.731
H -1.589 -1.543 -3.403
O -2.176 -1.521 -2.632
H 4.541 4.484 2.649
H 3.484 3.783 3.499
O 3.941 4.706 3.322

***

c.
22
Properties=species:S:1:pos:R:3 method="wB97M-V/def2-TZVPD" homo_lumo_gap_ev=8.95 homo_energy_ev=-8.539
C 1.135 -0.898 -0.361
N 1.562 -1.449 0.937
C 0.598 -1.059 1.971
C 1.729 -2.890 0.863
H 0.170 -1.323 -0.655
H 1.950 -1.043 -1.063
H 0.897 0.146 -0.152
H 1.001 -0.239 2.577
H -0.370 -0.788 1.546
H 0.471 -1.848 2.717
H 1.915 -3.348 1.835
H 2.497 -3.103 0.133
H 0.746 -3.367 0.657
H -2.637 0.938 -2.690
H -2.011 -0.570 -2.508
O -2.778 0.014 -2.426
H 0.470 2.879 0.143
H 0.365 4.296 -0.434
O -0.152 3.591 0.012
H -1.721 3.540 -0.946
H -3.310 3.363 -0.852
O -2.529 3.158 -1.305

***

Stability, highest: a

***

a.
12
Properties=species:S:1:pos:R:3 method="wB97M-V/def2-TZVPD" homo_lumo_gap_ev="7.74 / 7.74" homo_energy_ev="-7.982 / -7.981"
C 1.003 -0.396 0.102
C -0.744 -0.921 1.337
C -0.911 1.310 -1.135
O 3.437 -0.910 -0.301
S 2.366 -1.247 0.607
S 0.650 0.274 -1.397
H -1.356 -1.164 0.521
H -0.070 -1.538 1.988
H -1.063 -0.026 1.685
H -1.663 0.677 -1.006
H -0.967 1.865 -2.000
H -0.681 2.077 -0.401

***

b.
12
Properties=species:S:1:pos:R:3 method="wB97M-V/def2-TZVPD" homo_lumo_gap_ev=9.03 homo_energy_ev=-9.368
C -1.207 -0.280 -0.824
C -2.449 0.470 -0.716
O -2.781 0.903 0.404
C 0.120 0.364 -1.305
S 1.534 0.590 -0.106
S 1.473 -1.175 1.289
H -1.256 -1.011 -1.563
H -0.924 -0.795 0.099
H -3.294 0.445 -1.507
H 0.018 1.289 -1.923
H 0.302 -0.212 -2.267
H 0.505 -0.912 2.071

***

Stability, highest: b

***

a.
12
Properties=species:S:1:pos:R:3 method="wB97M-V/def2-TZVPD" homo_lumo_gap_ev=8.53 homo_energy_ev=-9.033
C 2.479 -0.240 0.167
C -0.307 0.052 0.193
C -2.850 0.008 -0.435
H 2.828 0.275 1.179
H 2.442 0.734 -0.632
H 3.322 -0.772 -0.363
H -0.204 1.043 -0.433
H -0.249 0.339 1.397
H -2.580 1.176 -0.860
O -1.598 -0.722 -0.249
S 0.998 -1.155 -0.133
S -4.282 -0.739 0.169

***

b.
12
Properties=species:S:1:pos:R:3 method="wB97M-V/def2-TZVPD" homo_lumo_gap_ev=8.96 homo_energy_ev=-8.582
C 0.390 -1.280 -0.698
C 0.198 -1.503 0.754
C -0.405 -0.262 0.102
O 0.270 0.941 0.444
S 0.061 2.352 -0.525
S -1.549 3.398 -0.415
H 1.351 -1.178 -1.032
H -0.222 -1.708 -1.572
H -0.517 -2.187 1.039
H 0.982 -1.504 1.471
H -1.519 -0.046 0.158
H 0.959 2.978 0.273

***

Stability, highest: b

***

a.
12
Properties=species:S:1:pos:R:3 method="wB97M-V/def2-TZVPD" homo_lumo_gap_ev=9.18 homo_energy_ev=-9.031
C -1.107 1.923 -0.566
C 0.201 -0.329 -0.258
C 0.453 -1.075 2.091
H -0.309 2.266 -1.323
H -1.529 2.513 0.242
H -1.874 1.516 -1.141
H 0.889 -0.304 2.849
H -0.694 -1.091 1.778
H 0.741 -1.997 2.717
O 1.018 -1.073 0.706
S -0.508 0.979 0.647
S 0.343 -0.818 -1.795

***

b.
12
Properties=species:S:1:pos:R:3 method="wB97M-V/def2-TZVPD" homo_lumo_gap_ev="8.85 / 8.85" homo_energy_ev="-8.998 / -8.999"
C 2.015 0.334 0.753
C 1.165 0.586 -0.257
C -0.201 0.133 -0.355
O -0.018 -1.790 0.354
S -3.173 -0.053 -0.282
S -1.506 0.818 0.663
H 2.951 0.732 0.658
H 1.824 -0.227 1.537
H 1.413 1.218 -1.112
H -0.715 -0.212 -1.223
H -0.924 -1.796 0.808
H -2.830 0.256 -1.545

***

c.
12
Properties=species:S:1:pos:R:3 method="wB97M-V/def2-TZVPD" homo_lumo_gap_ev=9.34 homo_energy_ev=-8.813
C 1.912 0.553 -0.735
C 0.001 -0.498 1.129
C -2.452 -0.152 -0.408
H 2.926 0.569 -1.109
H 1.807 1.390 -0.050
H 1.208 0.777 -1.493
H -0.534 -1.457 1.267
H 0.354 -0.126 2.087
H -2.973 0.505 -1.033
O -2.566 -1.355 -0.404
S 1.494 -0.968 0.192
S -1.177 0.762 0.559

***

Stability, highest: c

***

a.
8
Properties=species:S:1:pos:R:3 method="wB97M-V/def2-TZVPD" homo_lumo_gap_ev=10.15 homo_energy_ev=-9.610
C -0.235 0.467 1.098
C 0.327 0.309 -0.261
N 0.150 -0.737 0.712
O -0.664 1.139 1.972
O -0.453 0.194 -1.382
H 1.497 0.619 -0.618
H -0.430 -1.493 0.525
H -0.193 -0.497 -2.044

***

b.
8
Properties=species:S:1:pos:R:3 method="wB97M-V/def2-TZVPD" homo_lumo_gap_ev="9.99 / 9.99" homo_energy_ev="-10.664 / -10.664"
C 1.294 -0.062 0.244
C -0.051 0.484 0.408
N 2.308 -0.524 -0.039
O -0.864 -1.228 -0.243
O -0.571 1.303 -0.473
H -0.450 0.430 1.419
H -0.077 -1.547 -0.745
H -1.588 1.143 -0.571

***

Stability, highest: a